[1]
Computed, not measured: a cluster of 40 separate species, H80O40 in total in a non-equilibrium geometry, with wB97M-V/def2-TZVPD.

Structure (ORCA input):
```
! wB97M-V def2-TZVPD RIJCOSX def2/J DEFGRID3
* xyz 0 1
H -2.0036 -2.8964 2.9211
H 0.5282 3.3723 1.1022
H 3.3800 -4.7321 -0.0232
O -1.7463 0.9563 -5.4272
H -1.1238 1.3539 4.0013
H 0.2409 3.6099 -0.2948
O -2.4478 4.0346 -2.2712
H 2.3505 -0.7543 -4.1722
H 0.8209 -2.4199 -3.0953
O -1.5481 1.8118 3.3366
H -0.5777 -0.0227 -1.9615
H 1.1203 4.0664 -1.9032
O -1.8837 1.7416 -1.3179
H -2.7326 1.3351 -1.7275
O -3.2770 1.0455 -3.3954
O 1.0667 -2.1131 0.1883
O 2.1725 -0.2541 -4.9711
H 3.4593 -2.8765 -1.9820
O -4.7686 -1.6615 -4.3316
O 2.8869 -1.1562 3.6489
H 3.6703 1.0896 -0.0906
H -3.0635 0.4852 -4.2177
H -2.8263 3.6847 -1.3651
O -2.8088 -2.0072 -1.9877
H 5.0037 -1.3514 1.3765
O -1.4702 -4.2147 -2.7005
H -2.1034 4.8155 -1.8893
H -6.2813 -1.1356 1.1232
O 2.2166 0.4204 1.5391
O 5.5376 -0.7802 0.8152
H -1.9351 2.5261 -1.8762
H -2.5025 -1.1475 -1.5964
O 0.7689 -2.7530 3.6658
O -6.3669 -1.9307 1.4377
O -5.3243 -2.9894 -1.2498
H -6.3119 -2.5389 0.6930
O -1.2811 -1.6016 5.1540
H 1.9728 -5.4261 2.4260
H 1.0395 -3.5986 3.7722
O 0.2861 0.7440 -0.0011
H -5.1610 -1.9161 -3.5571
H -1.0319 2.3720 2.8547
H 1.2373 -0.1486 -5.1842
O 2.6654 -0.8624 -1.5757
H 1.2527 0.1542 1.2089
H 0.2519 -2.5537 2.7719
H 1.8166 -0.9802 -0.9727
H -5.7859 -3.1412 -1.9979
H 2.1261 3.1599 -5.5586
O -2.9257 3.6214 1.3104
H 0.6630 2.6372 2.8537
H 1.7359 6.0779 -1.1953
O 1.1015 6.0388 1.8236
H 4.4609 -3.5892 1.8345
H 1.9014 2.4960 -4.2663
O 1.4329 3.1886 -4.7932
O -0.2376 3.6757 0.5679
H 2.8940 -5.8773 0.5917
H -2.9656 0.2302 0.5472
O -0.6202 -0.8438 -2.6122
H -1.0621 -2.4390 4.6568
H -0.9735 -0.4907 -3.4084
H -2.0689 -4.9494 -2.3472
O 2.9642 -5.0323 0.6522
H -4.3092 0.9931 -3.3129
H -2.0146 1.7952 -4.9392
H -1.8058 -0.7180 -5.1281
H -1.6835 -3.2933 -2.3862
O -1.8078 -1.6108 -4.9206
O 3.8702 2.1192 4.8289
H -2.0789 -2.2404 -5.6936
H -2.6200 -1.9287 -2.8539
O -1.6625 -2.2548 2.3219
H -2.7892 3.9431 2.1248
H -0.2165 0.4588 -0.7366
H 4.8607 2.0576 -0.2935
H 1.5073 5.4749 2.5362
H 1.0931 -1.9447 1.1499
H -2.0434 3.8331 4.6250
H 2.9374 -0.1071 -1.0201
O 0.2144 -0.5791 2.4802
O -2.2441 4.2166 3.7844
O 4.3667 1.4326 -0.5644
H 2.2950 0.0220 2.3255
O 1.3749 2.8007 2.3078
H -2.0594 3.1422 1.1845
H 0.2700 0.6424 5.8396
H 1.5661 5.6584 -2.5698
O 0.9660 5.9693 -1.8077
H 1.6033 1.8947 1.8850
H 3.3871 -3.0205 2.3163
H -2.2632 5.1903 3.7334
O 1.8418 -2.3450 -3.5762
O 4.1640 -3.2758 2.7287
H 3.8349 -1.5546 3.7635
H 0.7894 -0.4215 4.7539
H -2.4967 -1.8362 2.0086
H 2.3613 3.6980 -1.0006
H 0.3784 -5.5726 1.7376
H -4.4976 -2.9014 -1.5565
H -3.8915 -2.0821 -4.2138
H 2.8813 1.9470 4.6413
H -1.6914 -1.7996 6.1073
O 1.5708 3.3329 -1.4368
H 3.9626 1.4281 5.4064
H -0.8906 0.9460 -5.8941
H 3.3992 -3.9514 -3.0824
H -0.4509 -0.2287 1.8830
H -0.1270 1.4641 0.4233
O 0.9490 -5.4322 2.4304
O 3.6057 -3.8237 -2.2600
H 2.3876 -2.1336 3.7392
H 0.6248 5.1682 1.4489
O 0.8578 0.6138 5.1194
H 0.4790 -0.2957 3.4010
H 4.9953 -0.8232 -0.0147
H 2.1198 -1.8811 -2.7214
H -2.7074 1.7855 0.8956
O -3.3398 1.1078 0.3981
H 0.3672 -2.6383 0.0958
*
```

Energy above the lowest of the compared OMol25 structures with the same formula, charge and spin in kcal/mol: 410.92
Highest occupied orbital energy in Eh: -0.3682
Largest force on an atom in hartree/bohr: 0.19173
Frontier orbital gap in Eh: 0.3496
Lowest unoccupied orbital energy in eV: -0.51

Results of the Löwdin charge analysis, in e, for atoms 1 through 99:
1. H 0.04
2. H -0.03
3. H -0.06
4. O -0.08
5. H -0.01
6. H 0.02
7. O -0.05
8. H -0.02
9. H 0.15
10. O 0.04
11. H 0.08
12. H 0.02
13. O -0.14
14. H 0.06
15. O -0.11
16. O 0.03
17. O -0.07
18. H 0.04
19. O -0.01
20. O -0.16
21. H -0.03
22. H 0.05
23. H 0.11
24. O -0.04
25. H -0.01
26. O -0.11
27. H 0.03
28. H -0.07
29. O -0.07
30. O -0.06
31. H -0.02
32. H 0.09
33. O -0.07
34. O 0.01
35. O 0.06
36. H 0.02
37. O -0.13
38. H 0.09
39. H -0.02
40. O 0.00
41. H -0.04
42. H -0.04
43. H 0.01
44. O -0.09
45. H 0.05
46. H 0.09
47. H 0.07
48. H -0.01
49. H 0.09
50. O -0.02
51. H -0.01
52. H 0.07
53. O -0.14
54. H 0.08
55. H 0.03
56. O -0.13
57. O -0.10
58. H -0.03
59. H 0.01
60. O -0.05
61. H 0.02
62. H -0.01
63. H 0.07
64. O 0.11
65. H 0.14
66. H 0.12
67. H -0.07
68. H -0.01
69. O -0.05
70. O -0.05
71. H 0.15
72. H -0.07
73. O -0.04
74. H -0.08
75. H -0.01
76. H -0.05
77. H 0.04
78. H 0.04
79. H 0.05
80. H 0.03
81. O -0.12
82. O -0.04
83. O 0.08
84. H -0.07
85. O -0.02
86. H 0.01
87. H 0.02
88. H 0.09
89. O -0.08
90. H 0.05
91. H -0.04
92. H 0.09
93. O -0.17
94. O -0.04
95. H 0.09
96. H 0.11
97. H 0.09
98. H 0.07
99. H -0.01

[2]
Computed, not measured: a cluster of 40 separate species, H80O40 in total in a non-equilibrium geometry, with wB97M-V/def2-TZVPD.

Structure (ORCA input):
```
! wB97M-V def2-TZVPD RIJCOSX def2/J DEFGRID3
* xyz 0 1
H -2.7140 0.1675 1.2025
H -1.5862 -3.6202 -1.6510
H 2.1262 4.1263 -2.4565
H -1.5563 -2.5707 4.6123
H -4.0804 0.9701 -5.0177
O 5.0069 -0.3336 -0.7778
O 2.1450 1.1148 -4.6098
O 3.4489 -3.4618 -3.4389
H -3.8832 -4.6415 0.4188
H 1.3966 1.6844 -4.3232
O 0.6552 -3.4168 -3.6616
O 1.3574 0.4504 0.2878
O 2.1278 4.3370 -3.4209
O 3.4918 1.2307 4.0286
H -4.4603 -0.5109 2.1450
H -2.8046 0.9721 6.0670
H 3.2879 -3.6365 -2.4978
O 0.4978 -3.3214 -0.3573
H -2.5077 1.1224 -1.2785
H 2.6894 2.0218 -0.7499
H -1.2277 -0.8051 -5.5328
O 0.3143 1.5251 4.1735
H -0.6126 3.5447 -0.9358
H 3.9775 1.4742 -0.7791
H 4.0592 1.3987 3.2571
O -2.6542 -3.8438 3.0188
H 2.7770 -1.8676 -0.5270
H -0.5278 2.2216 -1.0461
O -1.2809 2.7626 -0.7903
H -3.9585 1.6424 3.6582
H -2.8005 1.9774 2.7116
O 2.2679 -1.8312 1.7697
O 1.0513 -1.4761 -5.7099
H 1.5338 5.0316 3.7020
H 0.7438 -0.0036 6.5776
H -0.3879 0.4540 -5.4497
H 1.0929 0.3544 1.2259
O -4.0379 -3.7649 0.8117
H -3.2342 4.1024 0.6006
O -2.4997 4.6620 -3.4922
H 0.5641 0.2117 -0.2186
H 3.3297 4.2019 0.4082
H 1.7778 -0.8500 -5.4722
O -2.2889 -3.1595 -1.1560
H 2.4499 -0.8783 1.5090
O -3.8213 1.4328 -4.2252
H 1.5318 -3.0872 -3.4483
O -0.3255 -0.4454 -2.3237
H -3.8994 -1.8742 1.9703
H 5.0951 1.5136 -2.6466
O -0.8185 -2.0046 4.8770
H -1.6137 -2.5001 -0.9150
H 2.7005 0.2462 5.7810
O 2.1822 -0.4351 -2.0247
H 0.6469 0.7821 -6.4723
H -0.5783 -1.4060 4.1673
H -0.2808 0.9564 4.6799
H -0.7902 -0.6956 6.6161
H 2.8392 -2.0702 2.5018
H -4.6661 -2.3793 -0.8193
O -2.2904 -0.5584 0.7342
H 1.6202 2.7610 -1.1700
H -0.7366 -6.3437 0.7135
O 2.6114 -0.7083 5.8030
H -0.5754 -4.6778 0.5675
H 2.4539 0.2209 -2.6802
H 0.6222 -3.1949 -1.3093
H -1.9897 5.4906 -3.5814
H -1.2793 -4.8113 4.8265
H -1.3025 -1.8780 -4.5555
H 3.4953 5.5764 -0.0359
H -2.1575 2.2708 6.0004
H 0.7710 -4.1702 -4.2348
H 1.3673 3.9424 -0.1725
H 1.5389 3.6212 3.7273
H -2.8929 4.7236 -2.6192
O -0.1479 1.1616 -6.0613
O 3.2765 -2.6582 -0.3357
H -0.8123 -3.7679 3.8292
H -3.6739 0.2280 -2.0402
H -0.9590 0.6670 1.3040
H -2.2984 -3.8728 2.1238
H 2.4629 -1.0485 4.9227
O -2.3615 4.4993 0.3945
H -0.3934 -1.1174 -3.0522
O 2.1419 4.3309 3.9555
O -5.3143 -1.8409 -0.3685
H -2.4818 -0.2873 -0.1925
H 4.0450 -0.2825 -0.7327
O 3.5340 2.2806 -0.4012
H 1.2700 4.6235 -3.7262
H 2.8548 -3.3090 0.2084
H -2.2756 4.9637 -0.4290
O 2.8238 5.0287 0.3968
O -0.5147 -4.5128 4.3364
H -0.4584 2.0418 2.1962
O -2.9691 1.8550 5.6915
O -0.1861 -0.0039 6.3886
H 0.9005 1.9030 4.8710
H -5.2459 -2.0825 0.6128
H 5.1839 -1.2719 -0.7058
H 4.2921 -2.9706 -3.4281
O -1.5420 -0.9312 -4.5901
O -0.7786 1.1550 2.1043
H 3.7604 1.9900 4.5776
H 1.2033 -0.2106 -1.9978
H -2.8694 1.4945 -4.0951
O -1.0950 -5.4748 0.6043
H -3.3933 -4.4566 3.0072
H 2.8178 1.8180 -4.9201
O 1.2590 3.6339 -1.0838
H -4.9630 -3.6932 0.5372
O -3.7415 1.8729 2.7384
H 1.0716 -2.6574 0.0364
H 1.5906 -2.2086 -6.0282
O 4.1560 1.7306 -2.6123
H -1.3145 -0.3000 -2.4883
O -2.7598 0.3573 -1.7952
H 4.1110 2.6832 -2.4788
O -4.7300 -1.4264 2.1590
*
```

Energy above the lowest of the compared OMol25 structures with the same formula, charge and spin in kcal/mol: 231.74
Highest occupied orbital energy in Eh: -0.3624
Largest force on an atom in hartree/bohr: 0.06340
Frontier orbital gap in Eh: 0.3517
Lowest unoccupied orbital energy in eV: -0.29

Results of the Löwdin charge analysis, in e, for atoms 1 through 99:
1. H 0.02
2. H 0.03
3. H 0.00
4. H 0.02
5. H 0.04
6. O -0.04
7. O -0.10
8. O -0.06
9. H 0.07
10. H 0.05
11. O -0.04
12. O -0.05
13. O -0.07
14. O -0.06
15. H 0.02
16. H 0.05
17. H 0.03
18. O -0.03
19. H 0.04
20. H -0.02
21. H 0.07
22. O -0.09
23. H 0.08
24. H 0.03
25. H 0.06
26. O -0.06
27. H -0.02
28. H 0.01
29. O -0.12
30. H 0.03
31. H -0.01
32. O -0.06
33. O -0.06
34. H 0.04
35. H 0.02
36. H -0.03
37. H 0.05
38. O -0.09
39. H 0.07
40. O -0.05
41. H 0.03
42. H 0.02
43. H 0.04
44. O -0.06
45. H 0.06
46. O -0.05
47. H -0.01
48. O -0.11
49. H 0.01
50. H 0.07
51. O -0.05
52. H 0.01
53. H 0.01
54. O -0.09
55. H 0.03
56. H 0.05
57. H 0.01
58. H 0.03
59. H 0.06
60. H 0.00
61. O -0.04
62. H 0.02
63. H 0.03
64. O -0.04
65. H -0.01
66. H 0.00
67. H 0.03
68. H 0.05
69. H 0.03
70. H 0.06
71. H 0.07
72. H 0.04
73. H 0.05
74. H 0.07
75. H 0.00
76. H 0.01
77. O -0.06
78. O -0.06
79. H -0.04
80. H 0.09
81. H -0.01
82. H 0.03
83. H 0.03
84. O -0.07
85. H 0.04
86. O -0.05
87. O -0.10
88. H 0.01
89. H -0.01
90. O -0.08
91. H 0.03
92. H 0.04
93. H 0.01
94. O -0.05
95. O -0.07
96. H 0.04
97. O -0.05
98. O -0.06
99. H 0.05

Q: Among the records above, which one has the highest largest force on an atom?
A: number 1